Entry 1:
{
  "formula": "C3H12N3P2",
  "method": "the ωB97M-V functional and the def2-TZVPD basis",
  "homo_ev": -13.0,
  "e_above_lowest_kcal_mol": 36.08,
  "smiles": "[H]/P=N/[C@H](NP)[NH+](C)C",
  "e_lumo_ev": -4.729,
  "total_charge": 1,
  "total_energy_ev": -26343.5954,
  "species": ["H", "P", "N", "C", "N", "P", "N", "C", "C", "H", "H", "H", "H", "H", "H", "H", "H", "H", "H", "H"],
  "coordinates": [[-3.381, -1.290, -1.803], [-2.936, -0.726, -0.536], [-1.368, -0.971, -0.681], [-0.401, -0.788, 0.241], [-0.976, 0.330, 1.344], [0.419, 0.695, 2.427], [0.737, 0.003, -0.311], [0.392, 1.178, -1.051], [1.657, -0.899, -1.112], [0.006, -1.596, 0.745], [-1.797, -0.071, 1.782], [-0.291, 0.689, 3.694], [0.505, 2.153, 2.303], [1.266, 0.259, 0.660], [-0.306, 0.782, -1.927], [-0.308, 1.904, -0.520], [1.209, 1.789, -1.338], [1.057, -1.679, -1.654], [2.297, -0.389, -1.816], [2.220, -1.373, -0.448]]
}

=====

Entry 2:
{
  "formula": "C3H12N3S",
  "method": "the ωB97M-V functional and the def2-TZVPD basis",
  "homo_ev": -11.7,
  "e_above_lowest_kcal_mol": 6.58,
  "e_lumo_ev": -3.239,
  "total_charge": 1,
  "total_energy_ev": -18605.9542,
  "species": ["S", "C", "C", "H", "H", "H", "H", "H", "H", "C", "N", "N", "N", "H", "H", "H", "H", "H", "H"],
  "coordinates": [[-4.187, 0.274, -0.356], [-5.431, 1.997, 1.467], [-4.259, 1.041, 1.292], [-5.380, -0.353, -0.280], [-5.394, 2.794, 0.705], [-5.395, 2.463, 2.466], [-6.387, 1.457, 1.365], [-3.297, 1.581, 1.381], [-4.272, 0.246, 2.061], [-0.364, -1.946, -3.340], [0.592, -2.530, -4.061], [-0.943, -0.830, -3.781], [-0.741, -2.479, -2.178], [1.037, -3.387, -3.723], [0.882, -2.122, -4.953], [-0.654, -0.421, -4.673], [-1.677, -0.382, -3.227], [-1.475, -2.030, -1.624], [-0.296, -3.335, -1.839]]
}

=====

Entry 3:
{
  "formula": "C3H12N3S",
  "method": "the ωB97M-V functional and the def2-TZVPD basis",
  "homo_ev": [-13.4, -13.4],
  "e_above_lowest_kcal_mol": 127.80,
  "e_lumo_ev": [-5.192, -5.193],
  "total_charge": 1,
  "total_energy_ev": -18600.6973,
  "species": ["C", "C", "C", "N", "N", "N", "S", "H", "H", "H", "H", "H", "H", "H", "H", "H", "H", "H", "H"],
  "coordinates": [[-0.602, -2.301, -0.335], [2.304, 1.042, 0.339], [-0.659, -0.721, -0.687], [-1.828, -0.032, -0.131], [0.419, -0.172, 0.152], [1.043, 0.863, -0.220], [-0.315, 2.582, -0.202], [0.256, -2.461, 0.264], [-0.587, -2.899, -1.183], [-1.492, -2.426, 0.227], [2.453, 0.363, 1.129], [3.167, 0.772, -0.436], [2.651, 2.035, 0.755], [-0.432, -0.465, -1.772], [-1.194, 1.472, -0.036], [-2.654, -0.016, -0.587], [0.430, -0.525, 1.213], [-2.035, -0.463, 0.809], [-0.929, 3.352, 0.701]]
}

=====

Entry 4:
{
  "formula": "C3H12N3S",
  "method": "the ωB97M-V functional and the def2-TZVPD basis",
  "homo_ev": [-12.1, -12.1],
  "e_above_lowest_kcal_mol": 171.87,
  "e_lumo_ev": [-3.103, -3.104],
  "total_charge": 1,
  "total_energy_ev": -18598.7865,
  "species": ["C", "C", "C", "N", "N", "N", "S", "H", "H", "H", "H", "H", "H", "H", "H", "H", "H", "H", "H"],
  "coordinates": [[3.582, -1.126, -0.077], [-1.301, -1.352, -0.675], [-1.899, -0.325, 0.213], [-2.264, 2.482, -0.769], [-1.422, 1.726, -0.150], [-0.746, -1.060, 0.602], [2.015, -0.094, -0.262], [3.451, -1.643, 0.874], [4.603, -0.579, -0.096], [3.487, -1.921, -0.885], [-1.797, -2.241, -0.978], [-0.756, -0.911, -1.534], [-2.800, -0.428, 0.737], [-2.125, 2.189, -1.849], [-3.228, 2.652, -0.511], [-1.208, 2.041, 0.796], [2.258, 0.915, 0.519], [0.376, -0.883, 0.623], [-1.164, -1.610, 1.471]]
}

=====

Entry 5:
{
  "formula": "C3H12N4",
  "method": "the ωB97M-V functional and the def2-TZVPD basis",
  "homo_ev": [-7.5, -7.5],
  "e_above_lowest_kcal_mol": 114.54,
  "e_lumo_ev": [1.088, 1.088],
  "total_charge": 0,
  "total_energy_ev": -9261.3374,
  "species": ["C", "C", "C", "N", "H", "H", "H", "H", "H", "H", "H", "N", "N", "N", "H", "H", "H", "H", "H"],
  "coordinates": [[1.659, 1.512, -0.087], [-1.553, 0.014, -1.365], [-0.558, 0.791, -0.567], [0.723, 0.615, -0.748], [-0.896, 1.744, -0.166], [1.939, 1.123, 0.899], [1.234, 2.510, 0.047], [2.566, 1.600, -0.686], [-2.534, 0.046, -0.894], [-1.630, 0.477, -2.355], [-1.244, -1.023, -1.478], [-0.152, -1.934, 0.538], [-0.937, -0.325, 1.299], [1.083, -1.715, 0.142], [-0.178, -2.435, 1.429], [1.777, -1.748, 0.897], [-1.886, -0.605, 1.533], [-0.444, -0.096, 2.161], [1.031, -0.550, -0.598]]
}

=====

Entry 6:
{
  "formula": "C3H12N4O",
  "method": "the ωB97M-V functional and the def2-TZVPD basis",
  "homo_ev": -6.6,
  "e_above_lowest_kcal_mol": 43.15,
  "smiles": "NC(N)=C(N)O.CN",
  "e_lumo_ev": 0.709,
  "total_charge": 0,
  "total_energy_ev": -11312.5384,
  "species": ["N", "C", "N", "C", "N", "O", "H", "H", "H", "H", "H", "H", "H", "C", "N", "H", "H", "H", "H", "H"],
  "coordinates": [[0.600, 1.561, -0.836], [1.339, 0.499, -0.386], [2.386, 0.795, 0.452], [1.055, -0.774, -0.754], [1.703, -1.896, -0.308], [0.022, -1.030, -1.615], [0.361, 2.179, -0.066], [-0.241, 1.221, -1.303], [3.159, 0.156, 0.283], [2.690, 1.747, 0.259], [2.215, -1.672, 0.546], [1.034, -2.634, -0.101], [0.304, -1.842, -2.069], [-2.788, 0.442, 0.498], [-1.876, 0.200, 1.601], [-2.578, -0.237, -0.333], [-2.686, 1.472, 0.144], [-3.821, 0.290, 0.822], [-1.964, -0.769, 1.901], [-0.914, 0.292, 1.266]]
}

=====

Entry 7:
{
  "formula": "C3H12N4O",
  "method": "the ωB97M-V functional and the def2-TZVPD basis",
  "homo_ev": -6.9,
  "e_above_lowest_kcal_mol": 126.82,
  "e_lumo_ev": 0.495,
  "total_charge": 0,
  "total_energy_ev": -11308.9102,
  "species": ["C", "C", "C", "N", "N", "N", "N", "O", "H", "H", "H", "H", "H", "H", "H", "H", "H", "H", "H", "H"],
  "coordinates": [[-1.008, -1.814, -0.815], [1.280, -0.317, -0.548], [-1.239, 1.945, 0.784], [0.708, 0.970, -0.177], [-0.371, 0.773, 0.734], [1.655, 1.896, 0.413], [-1.209, -2.976, -0.208], [-0.451, -1.799, -1.979], [0.428, -1.083, -1.698], [0.011, 0.598, 1.670], [-1.238, -0.902, -0.254], [2.418, 1.364, 0.838], [2.049, 2.450, -0.340], [-0.811, -3.819, -0.595], [-1.623, -3.006, 0.710], [2.114, -0.132, -1.233], [1.710, -0.843, 0.328], [-1.687, 2.085, -0.200], [-2.036, 1.754, 1.506], [-0.701, 2.857, 1.063]]
}

=====

Entry 8:
{
  "formula": "C3H12N5",
  "method": "the ωB97M-V functional and the def2-TZVPD basis",
  "homo_ev": -12.6,
  "e_above_lowest_kcal_mol": 13.34,
  "e_lumo_ev": -2.736,
  "total_charge": 1,
  "total_energy_ev": -10750.8274,
  "species": ["C", "N", "C", "N", "H", "H", "H", "H", "H", "H", "N", "C", "N", "N", "H", "H", "H", "H", "H", "H"],
  "coordinates": [[1.708, 3.099, -0.252], [0.656, 2.210, 0.216], [0.717, 1.600, 1.427], [-0.094, 0.615, 1.780], [1.844, 2.934, -1.334], [1.546, 4.155, 0.000], [2.658, 2.779, 0.235], [-0.029, 1.887, -0.436], [1.485, 1.887, 2.112], [-0.047, 0.524, 2.778], [-1.400, -1.185, -1.533], [-1.041, -2.141, -0.679], [-0.617, -1.881, 0.546], [-1.208, -3.421, -1.106], [-2.053, -1.427, -2.215], [-1.418, -0.253, -1.187], [-0.408, -2.710, 1.095], [-0.432, -0.881, 0.993], [-0.882, -3.680, -2.009], [-0.983, -4.110, -0.431]]
}

=====

Entry 9:
{
  "formula": "C3H12N6",
  "method": "the ωB97M-V functional and the def2-TZVPD basis",
  "homo_ev": [-15.3, -15.6],
  "e_above_lowest_kcal_mol": 86.99,
  "e_lumo_ev": [-6.242, -7.279],
  "total_charge": 2,
  "total_energy_ev": -12225.2949,
  "species": ["C", "C", "C", "N", "N", "N", "N", "N", "N", "H", "H", "H", "H", "H", "H", "H", "H", "H", "H", "H", "H"],
  "coordinates": [[-1.791, 1.179, 0.056], [-3.266, 0.807, -0.150], [-3.101, -1.360, 1.111], [-0.882, 0.315, 0.154], [-3.443, -0.651, -0.099], [-1.559, 2.501, 0.111], [-4.546, -1.080, -0.841], [-2.323, -1.485, -0.050], [9.373, -0.592, -0.114], [-3.908, 1.277, 0.602], [-3.580, 1.163, -1.138], [-2.750, -0.770, 1.951], [-3.726, -2.207, 1.393], [-2.287, 3.180, -0.014], [-0.608, 2.822, 0.194], [-4.574, -0.646, -1.761], [-4.524, -2.091, -0.960], [9.441, 0.389, -0.415], [10.012, -0.754, 0.675], [9.630, -1.210, -0.897], [8.411, -0.788, 0.192]]
}

=====

Entry 10:
{
  "formula": "C3H12N6O",
  "method": "the ωB97M-V functional and the def2-TZVPD basis",
  "homo_ev": -8.2,
  "e_above_lowest_kcal_mol": 8.03,
  "smiles": "N/C=N\\C(N)N.N/C=N/O",
  "e_lumo_ev": 0.890,
  "total_charge": 0,
  "total_energy_ev": -14291.1266,
  "species": ["N", "C", "N", "C", "N", "N", "H", "H", "H", "H", "H", "H", "H", "H", "N", "C", "N", "O", "H", "H", "H", "H"],
  "coordinates": [[-1.975, -0.354, -0.529], [-2.094, -0.484, 0.824], [-1.211, -0.567, 1.736], [0.202, -0.977, 1.440], [0.688, -1.803, 2.508], [0.983, 0.317, 1.399], [-2.825, -0.428, -1.110], [-1.150, -0.531, -1.115], [-3.133, -0.176, 1.098], [0.357, -1.485, 0.567], [-0.032, -1.821, 3.309], [0.546, -2.843, 2.311], [0.486, 0.959, 2.143], [1.954, 0.078, 1.714], [1.449, 1.800, -0.786], [1.062, 1.468, -2.023], [0.124, 0.606, -2.316], [0.104, 0.451, -3.757], [1.310, 1.195, 0.171], [2.401, 2.255, -0.803], [1.583, 1.938, -2.898], [-0.831, 0.403, -3.882]]
}

=====

Entry 11:
{
  "formula": "C3H12N9OP",
  "method": "the ωB97M-V functional and the def2-TZVPD basis",
  "homo_ev": [-8.9, -8.9],
  "e_above_lowest_kcal_mol": 11.15,
  "e_lumo_ev": [-0.737, -0.737],
  "total_charge": 0,
  "total_energy_ev": -28041.8982,
  "species": ["C", "C", "C", "N", "N", "N", "N", "N", "N", "N", "N", "N", "O", "P", "H", "H", "H", "H", "H", "H", "H", "H", "H", "H", "H", "H"],
  "coordinates": [[0.206, 3.140, -0.162], [0.834, -1.837, 1.905], [-3.318, -1.906, -0.890], [2.024, 2.144, 1.130], [2.548, -1.751, 0.156], [-1.605, -0.385, -1.232], [0.623, 2.401, 1.014], [1.236, -2.156, 0.586], [-2.223, -1.117, -0.304], [1.071, 1.124, 0.900], [1.319, -1.329, -0.560], [-0.532, 0.354, -1.383], [2.054, 1.008, -1.553], [1.037, 0.367, -0.740], [-0.767, 3.432, -0.033], [0.587, 4.090, -0.036], [0.461, 2.712, -1.094], [0.862, -0.789, 2.284], [-0.314, -2.111, 1.996], [1.347, -2.437, 2.530], [-3.223, -2.914, -1.056], [-4.220, -1.687, -0.301], [-3.529, -1.508, -1.961], [2.617, 2.352, 0.300], [3.020, -0.982, 0.701], [-2.119, -0.217, -2.194]]
}

=====

Entry 12:
{
  "formula": "C3H12NO",
  "method": "the ωB97M-V functional and the def2-TZVPD basis",
  "homo_ev": -15.9,
  "e_above_lowest_kcal_mol": 29.41,
  "e_lumo_ev": -3.405,
  "total_charge": 1,
  "total_energy_ev": -6836.1391,
  "species": ["C", "C", "N", "C", "H", "H", "H", "H", "H", "H", "H", "H", "H", "H", "H", "H", "O"],
  "coordinates": [[0.376, 2.252, -0.101], [0.710, 0.739, 0.047], [-0.421, -0.039, -0.527], [0.049, -1.420, -1.146], [0.517, 2.635, -1.120], [0.976, 2.905, 0.561], [-0.684, 2.506, 0.091], [0.832, 0.488, 1.112], [1.716, 0.464, -0.315], [-1.149, -0.312, 0.130], [-0.963, 0.492, -1.212], [0.104, -1.324, -2.237], [0.930, -1.604, -0.543], [-0.749, -2.160, -1.045], [-0.336, -2.157, 2.757], [-1.309, -1.893, 1.500], [-0.598, -1.573, 2.047]]
}

=====

Entry 13:
{
  "formula": "C3H12NO",
  "method": "the ωB97M-V functional and the def2-TZVPD basis",
  "homo_ev": -15.1,
  "e_above_lowest_kcal_mol": 26.44,
  "e_lumo_ev": -3.128,
  "total_charge": 1,
  "total_energy_ev": -6836.2681,
  "species": ["C", "O", "H", "H", "H", "H", "C", "N", "C", "H", "H", "H", "H", "H", "H", "H", "H"],
  "coordinates": [[-1.701, 1.573, -0.051], [-0.652, 1.474, 0.933], [-2.651, 1.797, 0.439], [-1.518, 2.346, -0.760], [-1.838, 0.636, -0.581], [-0.377, 2.383, 1.132], [1.112, -1.573, 0.828], [0.918, -0.490, -0.234], [0.351, -1.038, -1.496], [2.158, -1.583, 1.110], [0.480, -1.327, 1.678], [0.775, -2.523, 0.426], [1.817, -0.070, -0.447], [0.245, 0.179, 0.200], [-0.026, -0.238, -2.119], [-0.421, -1.756, -1.282], [1.115, -1.574, -2.056]]
}